# 1
# C34H31BeN5O3

A structure of composition C34H31BeN5O3 (ωB97M-V with the def2-TZVPD basis set, the OMol25 dataset).

The HOMO-LUMO gap comes out at 7.335 eV. For the HOMO energy, the calculation gives -14.057 eV. The total charge is +2.

```
74
Properties=species:S:1:pos:R:3:lowdin_charge:R:1
Be 1.13691 0.97060 -0.87808 0.32
C 5.11528 1.68265 -0.61500 0.02
O 4.26558 2.89276 -0.68273 0.10
C 3.04339 2.46525 -0.79725 -0.27
N 2.82416 1.19727 -0.86851 0.15
C 4.14142 0.51020 -0.91300 -0.17
C 4.32154 -0.65644 0.02457 -0.19
C 3.43720 -0.94221 1.05194 -0.04
C 3.69035 -1.99651 1.92177 -0.06
C 4.83273 -2.76743 1.76861 -0.06
C 5.71827 -2.48958 0.73287 -0.05
C 5.46050 -1.44187 -0.13875 -0.03
C 1.88923 3.37310 -0.95001 -0.12
C 1.96196 4.73493 -1.07730 0.06
C 0.79211 5.40815 -1.42122 0.04
C -0.37854 4.69492 -1.59454 0.06
C -0.38563 3.32430 -1.37079 -0.09
N 0.74383 2.66371 -1.07005 0.17
C -1.64389 2.54632 -1.42750 -0.32
N -1.78176 1.45340 -0.82017 0.20
C -3.16938 1.00758 -1.05266 -0.22
C -3.73417 2.07558 -2.02995 -0.01
O -2.66474 3.07386 -2.11485 0.04
C -3.21092 -0.42220 -1.53407 -0.19
C -2.41025 -0.83769 -2.59355 -0.04
C -2.46005 -2.15157 -3.03635 -0.07
C -3.31473 -3.06305 -2.42479 -0.07
C -4.11758 -2.65461 -1.36824 -0.07
C -4.06196 -1.33777 -0.92359 -0.04
H 5.53819 1.62654 0.38193 0.15
H 5.90878 1.79343 -1.34477 0.14
H 4.27758 0.14848 -1.93153 0.16
H 2.54391 -0.34731 1.17060 0.07
H 2.99483 -2.21161 2.72594 0.11
H 5.03393 -3.58272 2.45366 0.12
H 6.61010 -3.09203 0.60196 0.12
H 6.15006 -1.24011 -0.95642 0.13
H 2.90694 5.24490 -0.94595 0.14
H 0.80610 6.48217 -1.56562 0.14
H -1.30073 5.17924 -1.88921 0.14
H -3.69491 1.05489 -0.09896 0.12
H -4.62796 2.56865 -1.66269 0.14
H -3.91963 1.68310 -3.02536 0.14
H -1.74307 -0.13054 -3.08130 0.12
H -1.83986 -2.46459 -3.86855 0.11
H -3.36415 -4.08426 -2.78271 0.11
H -4.79768 -3.35648 -0.89885 0.11
H -4.70211 -1.01538 -0.10593 0.12
C -1.85609 -2.59547 2.82798 0.04
N -1.28842 -2.32222 1.50316 -0.02
N -0.70159 -1.12199 1.17271 0.10
C -0.06730 -1.28747 -0.02633 -0.32
O 0.54560 -0.32512 -0.60741 0.01
C -0.23645 -2.60468 -0.43003 0.09
C -0.99301 -3.21984 0.54906 -0.23
C -1.43143 -4.63906 0.65595 0.02
C -1.06340 0.11196 1.80604 -0.20
C -2.40634 0.43727 1.93205 -0.05
C -2.76648 1.64829 2.50016 -0.05
C -1.78532 2.53937 2.92277 -0.05
C -0.44453 2.19794 2.80438 -0.05
C -0.07871 0.97486 2.25845 -0.01
H -1.77999 -1.70846 3.44525 0.10
H -1.30523 -3.40090 3.30899 0.11
H -2.90183 -2.87889 2.74310 0.11
H 0.12824 -3.04522 -1.34670 0.14
H -1.20351 -5.16555 -0.26774 0.10
H -2.50518 -4.70636 0.84517 0.09
H -0.91656 -5.14589 1.47642 0.10
H -3.16559 -0.25688 1.58319 0.11
H -3.81517 1.89935 2.61450 0.12
H -2.06675 3.48725 3.36474 0.12
H 0.32166 2.87534 3.16868 0.12
H 0.96222 0.68233 2.22242 0.11
```

# 2
# C34H31BrF15GeNNiOSSbSi3

A structure of composition C34H31BrF15GeNNiOSSbSi3 at a distorted geometry (ωB97M-V with the def2-TZVPD basis set, the OMol25 dataset).

The HOMO-LUMO gap (spin up / spin down) comes out at 7.243 / 7.503 eV. For the HOMO energy (spin up / spin down), the calculation gives -5.253 / -5.703 eV. The total charge is -1. As for the spin multiplicity: 3. Its expectation value of S² is 2.01.

```
90
Properties=species:S:1:pos:R:3:lowdin_charge:R:1
Ni 0.30843 -1.52275 -0.75065 0.03
C 1.38913 -5.21545 4.19345 -0.23
Si 0.21773 -3.74245 3.88945 0.34
C 0.66253 -2.44595 5.21665 -0.22
C -1.55647 -4.34075 4.24435 -0.23
Sb 0.30023 -2.64225 1.53015 0.94
Si 2.89493 -2.13855 1.30005 0.42
C 3.60183 -3.90495 1.04155 -0.22
C 3.29263 -1.07095 -0.22345 -0.23
C 3.60953 -1.39385 2.92305 -0.23
Si -1.48207 -0.78825 2.10935 0.41
C -1.06507 0.56195 0.84775 -0.23
C -1.69617 0.10605 3.79185 -0.22
C -3.16077 -1.61805 1.67455 -0.20
H 1.21113 -5.64225 5.17635 0.02
H 2.42793 -4.90695 4.15325 0.01
H 1.23993 -5.99915 3.45995 0.02
H 0.53873 -2.84515 6.21845 0.03
H 0.03593 -1.56745 5.13145 -0.01
H 1.69203 -2.12275 5.11785 0.00
H -1.59377 -4.95815 5.13645 0.02
H -1.93947 -4.92915 3.41815 0.02
H -2.22847 -3.50295 4.39155 0.01
H 3.14993 -4.33865 0.15315 0.01
H 3.39303 -4.55825 1.88435 0.00
H 4.67763 -3.88025 0.89045 0.03
H 4.00273 -1.57145 -0.87925 0.04
H 3.67073 -0.08295 0.02595 0.02
H 2.37583 -0.94045 -0.82345 -0.09
H 3.57853 -2.13115 3.71865 0.00
H 3.05593 -0.51875 3.24905 0.02
H 4.64413 -1.10055 2.77895 0.02
H -0.32097 1.26435 1.21275 0.04
H -1.94877 1.11135 0.54125 0.03
H -0.65497 0.07795 -0.05335 -0.07
H -0.77797 0.56255 4.14245 0.02
H -2.05067 -0.57045 4.55885 0.01
H -2.42827 0.89975 3.68725 0.02
H -3.01367 -2.47115 1.01805 0.00
H -3.81787 -0.93025 1.15145 0.03
H -3.68167 -1.96475 2.56085 0.02
O 2.43283 -4.23875 -3.17795 0.04
C 1.81403 -3.60905 -2.40085 -0.53
N 1.23363 -3.06385 -1.52635 0.02
F 1.36733 5.39715 -2.83115 0.09
C 2.08503 4.90785 -1.80665 -0.21
C 1.80783 3.64075 -1.33265 -0.12
C 2.54333 3.20085 -0.24885 -0.24
F 2.23803 2.01005 0.28305 0.07
C 3.53903 3.96475 0.34325 -0.13
F 4.23803 3.50495 1.39215 0.11
C 3.79143 5.23785 -0.15255 -0.13
F 4.72023 6.01085 0.42425 0.12
C 3.05763 5.71735 -1.23065 -0.13
F 3.28783 6.95865 -1.68405 0.11
Ge 0.38233 2.42115 -2.12645 0.68
S 0.72633 0.34695 -2.33605 0.37
C 0.24853 3.15095 -4.00125 -0.14
C -0.85127 3.68985 -4.63975 -0.21
F -1.90887 4.10385 -3.92765 0.09
C -0.88897 3.87255 -6.01605 -0.13
F -1.98527 4.36905 -6.60605 0.11
C 0.22393 3.55405 -6.78015 -0.13
F 0.20303 3.74675 -8.10405 0.12
C 1.37523 3.08425 -6.15845 -0.13
F 2.47823 2.84935 -6.88065 0.11
C 1.35493 2.88455 -4.78815 -0.25
F 2.46573 2.45415 -4.16515 0.07
C -1.29107 3.06075 -1.16175 -0.12
C -2.51487 2.63275 -1.64705 -0.26
F -2.52977 1.97025 -2.80935 0.08
C -3.70907 2.84435 -0.97175 -0.13
F -4.87477 2.42025 -1.47375 0.12
C -3.68077 3.49895 0.25635 -0.13
F -4.81817 3.72425 0.92545 0.12
C -2.46557 3.92505 0.78105 -0.14
F -2.43127 4.53125 1.97785 0.11
C -1.29777 3.70605 0.06015 -0.23
F -0.13587 4.13275 0.58815 0.09
Br -5.90017 -3.56015 -2.54295 0.66
C -4.14767 -2.95205 -2.06115 -0.70
C -3.22087 -3.87155 -1.61175 -0.16
C -1.95687 -3.43005 -1.25285 -0.16
C -1.59717 -2.07875 -1.32925 -0.22
C -2.55967 -1.19585 -1.83155 -0.13
C -3.83037 -1.61645 -2.19385 -0.14
H -3.46997 -4.92135 -1.55455 0.09
H -1.22347 -4.16205 -0.93555 0.07
H -2.33107 -0.15105 -1.97145 0.06
H -4.54797 -0.90065 -2.57055 0.10
```

# 3
# C34H31IrN5O4S

A structure of composition C34H31IrN5O4S (ωB97M-V with the def2-TZVPD basis set, the OMol25 dataset).

The HOMO-LUMO gap comes out at 7.219 eV. For the HOMO energy, the calculation gives -10.071 eV. The total charge is +1.

```
76
Properties=species:S:1:pos:R:3:lowdin_charge:R:1
Ir 0.34380 0.00006 0.67914 1.31
O 1.20545 1.56900 -2.97603 0.07
C 0.96211 1.30893 -1.80796 -0.49
N 0.30587 0.25892 -1.29158 -0.06
C -0.21639 -0.87720 -1.96234 -0.23
C -0.41284 -0.94668 -3.33390 -0.01
C -0.95240 -2.10176 -3.89054 -0.07
C -1.28929 -3.17847 -3.08749 -0.07
C -1.08874 -3.12853 -1.71229 -0.01
C -0.55265 -1.98351 -1.14112 -0.24
N -0.26727 -1.84020 0.23633 -0.08
C -0.40792 -2.74041 1.22523 -0.47
O -0.83104 -3.88230 1.16238 0.07
C 0.03954 -2.15780 2.55870 -0.16
C 0.01552 -2.94108 3.69357 0.03
C 0.44027 -2.39548 4.89451 -0.02
C 0.87899 -1.08226 4.91919 -0.02
C 0.87051 -0.35422 3.74392 -0.09
N 0.45868 -0.87733 2.59109 -0.06
C 1.34851 2.30184 -0.71471 -0.19
C 1.91502 3.51351 -1.05328 0.02
C 2.17147 4.43789 -0.05159 -0.02
C 1.84275 4.12265 1.25697 -0.02
C 1.29313 2.88161 1.52576 -0.09
N 1.06619 1.98602 0.56609 -0.05
H -0.13797 -0.10367 -3.94977 0.11
H -1.10516 -2.15273 -4.96039 0.11
H -1.70881 -4.07350 -3.52766 0.11
H -1.33958 -3.96535 -1.07841 0.11
H -0.33533 -3.95926 3.60055 0.13
H 0.43038 -2.98724 5.79988 0.12
H 1.21944 -0.61805 5.83337 0.12
H 1.19322 0.67651 3.71669 0.11
H 2.12213 3.70258 -2.09746 0.13
H 2.61049 5.39741 -0.29004 0.12
H 2.00715 4.82089 2.06491 0.12
H 1.01326 2.59323 2.52987 0.11
O -2.13042 0.34432 2.49056 -0.40
S -1.77472 0.52329 1.08124 0.87
C -2.14734 2.21375 0.64546 -0.33
C -1.82828 2.76041 -0.59200 -0.08
C -2.12507 4.09112 -0.83369 -0.05
C -2.72533 4.86272 0.15439 -0.06
C -3.03212 4.30591 1.38652 -0.05
C -2.74319 2.97208 1.64205 -0.05
C -2.92033 -0.45376 0.12624 -0.33
C -3.49312 -1.52230 0.80064 -0.06
C -4.32296 -2.38501 0.10153 -0.04
C -4.56857 -2.17464 -1.24727 -0.05
C -3.98745 -1.10098 -1.90785 -0.05
C -3.15225 -0.23292 -1.22417 -0.06
H -1.35005 2.16702 -1.35941 0.09
H -1.88754 4.52498 -1.79586 0.12
H -2.95531 5.90170 -0.04076 0.11
H -3.50069 4.90671 2.15414 0.11
H -2.97591 2.51623 2.59418 0.11
H -3.29915 -1.66667 1.85461 0.12
H -4.77372 -3.22291 0.61546 0.12
H -5.21517 -2.85192 -1.78919 0.11
H -4.17812 -0.93882 -2.95997 0.12
H -2.69620 0.59206 -1.75033 0.10
C 2.62699 -2.53886 -1.25518 0.01
N 3.60387 -1.46394 -1.11139 -0.10
C 4.77056 -1.54063 -1.99450 -0.02
C 3.48397 -0.53346 -0.17490 -0.45
C 4.63516 0.39663 0.10162 0.04
O 2.47365 -0.39393 0.55662 -0.12
H 3.15986 -3.48864 -1.29124 0.11
H 2.04819 -2.41801 -2.17082 0.10
H 1.96060 -2.53684 -0.40068 0.08
H 4.56317 -2.29177 -2.75085 0.10
H 5.66722 -1.83532 -1.44933 0.10
H 4.94033 -0.59383 -2.50195 0.10
H 5.35018 0.49015 -0.70861 0.07
H 5.15919 0.01664 0.98099 0.11
H 4.23157 1.37542 0.35214 0.08
```